(1)
Molecular formula: C36H72O25
Method: DFT, wB97M-V/def2-TZVPD

Structure (ORCA input):
```
! RIJCOSX wB97M-V def2-TZVPD def2/J DEFGRID3
* xyz 1 2
C -4.96533 1.95459 -4.07269
C -5.07631 1.51059 -5.56142
O -3.98697 2.00512 -6.29564
C -3.98460 3.25065 -6.81849
O -4.90983 4.03629 -6.65970
O -2.88828 3.34037 -7.61824
C -2.64172 4.55657 -8.31116
H -3.98466 1.86248 -3.60590
H -5.79764 1.51442 -3.52350
H -5.28051 2.99734 -4.03471
H -6.01977 1.84549 -5.99249
H -4.98728 0.42431 -5.57434
H -3.47959 4.80421 -8.96288
H -1.75949 4.48482 -8.94725
H -2.49361 5.45604 -7.71356
C -4.22472 5.42859 -0.17845
C -3.03372 4.44786 -0.12296
O -3.43985 3.11555 -0.25343
C -3.67258 2.38667 0.84805
O -3.75610 2.83030 2.00499
O -4.03310 1.24645 0.41710
C -4.15239 0.23738 1.36146
H -4.47037 5.65014 -1.21705
H -3.91755 6.32051 0.36765
H -5.14076 5.15087 0.34292
H -2.47461 4.67435 0.78489
H -2.51321 4.73640 -1.03615
H -3.17623 -0.09561 1.71405
H -4.74020 -0.57141 0.92734
H -4.67794 0.58034 2.25268
C 6.45847 -5.06873 5.05855
C 5.37726 -5.09688 3.94586
O 4.73360 -3.85012 3.78089
C 5.42675 -2.93871 2.97693
O 6.53334 -3.06809 2.50312
O 4.64190 -1.81358 2.84515
C 5.10451 -0.58109 2.31018
H 5.85643 -4.81486 5.93101
H 7.08830 -4.19194 4.90802
H 7.07544 -5.94386 5.26251
H 4.57088 -5.78556 4.19800
H 5.85073 -5.45175 3.03044
H 4.35011 -0.08853 1.69669
H 5.97650 -0.79044 1.69058
H 5.40905 0.10022 3.10465
C -2.60215 -3.47701 0.61644
C -3.82007 -4.04061 -0.04287
O -3.41173 -4.44163 -1.34183
C -4.27504 -5.18280 -2.10562
O -5.36168 -5.56529 -1.71413
O -3.84856 -5.23351 -3.32536
C -4.62268 -5.72007 -4.42528
H -1.83688 -4.25164 0.56735
H -2.87479 -3.20530 1.63622
H -2.11871 -2.67762 0.05484
H -4.56502 -3.25818 -0.18765
H -4.19784 -4.93105 0.45964
H -5.38800 -5.02628 -4.77317
H -5.08477 -6.62447 -4.02949
H -3.98370 -6.07140 -5.23544
C -0.52520 1.35634 -6.03346
C -0.72596 2.44711 -4.96197
O 0.38164 2.31234 -4.08892
C 0.54533 3.15137 -3.06331
O -0.26058 4.02571 -2.81678
O 1.64536 2.86952 -2.35537
C 1.91352 3.56366 -1.13309
H 0.41953 1.38304 -6.57647
H -1.25707 1.41974 -6.83873
H -0.63971 0.36521 -5.59454
H -1.67364 2.46360 -4.42370
H -0.61227 3.45127 -5.37041
H 1.06658 3.46211 -0.45452
H 1.90090 4.64651 -1.25708
H 2.78007 3.06664 -0.69700
C -1.81554 0.44428 -2.06223
C -1.31475 -0.38642 -0.82866
O -0.17664 0.22869 -0.40865
C 0.10082 0.43107 0.95252
O -0.62701 0.05534 1.88098
O 1.31378 1.00366 1.08818
C 1.83167 1.05607 2.43677
H -2.82090 0.14280 -2.35628
H -1.15695 0.34032 -2.92452
H -1.86945 1.49541 -1.77884
H -1.05991 -1.42720 -1.02851
H -2.17818 -0.36126 -0.16386
H 2.08094 0.08155 2.85661
H 1.05377 1.43110 3.10184
H 2.72594 1.67918 2.42573
C 8.59417 3.23471 4.84246
C 7.47828 4.12897 4.34887
O 6.56423 3.33109 3.61939
C 6.14174 3.66062 2.34083
O 6.46343 4.68287 1.71552
O 5.34390 2.72506 1.92860
C 5.17010 2.48766 0.53315
H 9.36970 3.08203 4.09189
H 8.35976 2.18567 5.02326
H 8.97639 3.68610 5.75801
H 7.89528 4.94969 3.76523
H 6.97185 4.69809 5.12844
H 5.08784 3.39124 -0.07091
H 4.23251 1.93181 0.54114
H 5.96342 1.84355 0.15385
C 2.72691 -3.09093 0.39065
C 1.51650 -3.98898 0.76472
O 1.21753 -4.99036 -0.18666
C 0.49858 -4.90668 -1.31188
O 0.18131 -5.94411 -1.91061
O 0.16041 -3.66576 -1.60308
C -0.43426 -3.43116 -2.87538
H 2.93731 -2.32957 1.14176
H 2.53296 -2.61406 -0.57011
H 3.63699 -3.68220 0.28935
H 0.69883 -3.28066 0.89816
H 1.67100 -4.39844 1.76301
H -0.75134 -2.38909 -2.91591
H -1.34571 -4.02827 -2.84678
H 0.25762 -3.67340 -3.68206
C -2.49114 0.01798 5.71438
C -2.90126 -1.46126 5.95669
C -1.68935 -2.03911 6.59874
O -0.64474 -1.26751 5.87123
C -1.03095 0.01611 5.50873
H -2.76813 0.65855 6.55167
H -2.95049 0.48705 4.84429
H -3.18257 -1.95791 5.02809
H -3.76712 -1.47781 6.61859
H -1.61139 -3.11852 6.46878
H -1.55710 -1.75461 7.64261
H -0.68376 0.21857 4.49553
H -0.66803 0.78333 6.19265
*
```

The expectation value of S² is 0.755. The calculation puts the LUMO energy (alpha / beta) at -0.10320 / -0.32646 Eh. The HOMO-LUMO gap (alpha / beta) comes out at 0.343 / 0.119 Eh.

=====

(2)
Molecular formula: C36H72O26
Method: DFT, wB97M-V/def2-TZVPD

Structure (ORCA input):
```
! RIJCOSX wB97M-V def2-TZVPD def2/J DEFGRID3
* xyz 1 2
C -5.32781 30.04679 -12.29013
O -4.42915 31.05216 -12.73939
C -4.74948 32.28653 -12.65997
O -5.73930 32.80777 -12.17625
O -3.70912 33.00411 -13.15425
C -3.56954 34.38139 -13.03518
H -5.83050 30.25870 -11.34647
H -4.73678 29.15389 -12.08636
H -6.07610 29.88543 -13.06610
H -2.57270 34.72720 -13.30871
H -3.86291 34.79467 -12.07017
H -4.16609 34.90426 -13.78274
C -4.64576 32.91139 -16.50674
O -3.36350 33.09736 -16.07128
C -2.33062 32.66244 -16.75176
O -2.41470 32.01277 -17.81509
O -1.25648 32.91610 -16.07860
C 0.00253 32.56771 -16.57268
H -4.64957 31.88450 -16.87223
H -4.87315 33.55782 -17.35439
H -5.46952 33.12715 -15.82633
H 0.10935 31.51479 -16.31183
H 0.62606 33.19449 -15.93513
H 0.21177 32.72455 -17.63085
C -3.07889 38.70102 -11.95230
O -3.96851 37.93640 -11.11513
C -5.03024 37.22388 -11.62329
O -5.35858 37.23261 -12.83901
O -5.67548 36.73626 -10.58700
C -6.95400 36.09446 -10.71804
H -3.70870 39.34566 -12.56539
H -2.46897 38.05368 -12.58241
H -2.36321 39.17960 -11.28382
H -6.98425 35.44095 -11.58988
H -7.67475 36.90800 -10.80030
H -7.15902 35.55703 -9.79216
C -8.42364 32.88994 -14.44299
O -8.11102 33.56930 -15.60272
C -8.53086 33.20036 -16.81776
O -9.34809 32.32212 -17.04323
O -8.01478 34.08316 -17.77573
C -8.13459 33.77536 -19.12054
H -7.50053 32.66602 -13.90835
H -8.80394 31.89209 -14.66159
H -9.12253 33.42301 -13.79842
H -9.17395 33.79433 -19.44838
H -7.67019 32.81496 -19.34426
H -7.69328 34.58738 -19.69845
C -6.03761 32.27058 -9.16418
O -6.78090 31.19205 -8.66751
C -7.66313 31.33934 -7.70239
O -7.97782 32.34749 -7.12758
O -8.17099 30.14430 -7.36433
C -9.34422 29.99373 -6.53393
H -5.37378 32.72574 -8.42914
H -6.66756 33.08289 -9.52671
H -5.44365 31.86933 -9.98534
H -10.15225 30.36337 -7.16524
H -9.32421 30.63797 -5.65493
H -9.51566 28.96734 -6.20952
C -0.71961 35.26253 -10.46598
O -0.14230 36.25715 -11.27371
C 1.03794 36.71708 -10.90968
O 1.72560 36.33159 -9.96814
O 1.41277 37.71838 -11.83205
C 2.64647 38.29162 -11.83919
H -0.80931 35.58375 -9.42826
H -0.04898 34.42271 -10.28422
H -1.66814 34.93784 -10.89374
H 2.60436 39.19713 -12.44449
H 3.34768 37.54805 -12.21799
H 2.83035 38.62157 -10.81673
C -8.42106 27.52203 -18.85354
O -7.10736 27.95802 -18.45028
C -6.86992 28.45651 -17.25755
O -7.69046 28.55177 -16.33106
O -5.56160 28.81359 -17.24015
C -4.96308 29.33680 -16.05323
H -9.14016 28.32808 -18.70765
H -8.59301 26.66664 -18.20022
H -8.45916 27.21835 -19.89969
H -5.15007 28.59263 -15.27905
H -5.27075 30.33614 -15.74540
H -3.87778 29.33575 -16.15438
C -0.75561 26.90361 -10.86926
C -1.28780 27.77672 -12.00973
O -2.46509 28.10088 -12.04568
C -0.25251 28.40224 -12.92474
H -1.45875 26.15332 -10.50766
H -0.56303 27.51225 -9.98575
H 0.13149 26.34287 -11.16374
H -0.08088 27.70103 -13.74141
H 0.67989 28.53423 -12.37584
H -0.61864 29.32771 -13.36922
C -5.40104 37.85768 -18.36195
C -4.87520 36.81806 -17.37906
O -3.75440 36.36472 -17.44552
C -5.79647 36.41985 -16.25037
H -4.86680 38.80772 -18.37255
H -6.44394 38.07752 -18.13362
H -5.34648 37.42395 -19.36045
H -6.75416 36.14091 -16.68984
H -5.97458 37.16567 -15.47569
H -5.42279 35.53300 -15.73854
C -6.20241 25.55839 -8.56984
C -5.64616 26.98349 -8.48736
O -5.78513 27.70700 -7.53972
C -4.75631 27.30058 -9.68227
H -7.04696 25.50332 -7.88295
H -5.50745 24.75354 -8.33035
H -6.55510 25.36393 -9.58270
H -3.72955 26.94434 -9.59886
H -4.81338 28.37742 -9.84120
H -5.20057 26.86434 -10.57694
C -2.22850 31.19186 -10.42425
C -1.82415 31.24325 -8.94585
O -2.52357 31.93275 -8.19076
C -0.65710 30.40001 -8.48648
H -3.10903 31.82714 -10.52008
H -2.43394 30.15006 -10.67032
H -1.42097 31.52976 -11.07373
H -0.01007 30.15367 -9.32837
H -1.05097 29.55002 -7.92927
H -0.16868 31.10047 -7.80905
C -0.16919 38.77108 -15.67489
C -1.52995 38.15490 -15.70772
O -2.44737 38.85261 -16.14629
C -1.77837 36.70007 -15.37782
H 0.13753 38.83085 -14.63065
H -0.15824 39.75419 -16.14551
H 0.56277 38.14800 -16.18880
H -1.48683 36.07008 -16.21819
H -2.82621 36.52863 -15.13135
H -1.19939 36.35502 -14.52119
*
```

The expectation value of S² is 0.758. The calculation puts the LUMO energy (alpha / beta) at -0.13624 / -0.33941 Eh. The HOMO-LUMO gap (alpha / beta) comes out at 0.252 / 0.049 Eh.

=====

(3)
Molecular formula: C36H73FeN4O4
Method: DFT, wB97M-V/def2-TZVPD

Structure (ORCA input):
```
! RIJCOSX wB97M-V def2-TZVPD def2/J DEFGRID3
* xyz 0 6
Fe 0.05970 0.27676 0.02629
C 2.42351 1.64909 -2.54725
C 2.44069 0.22073 -3.08834
C 3.85958 -0.22814 -3.51925
C 3.83779 -1.65268 -3.93254
C 3.35256 -2.51115 -2.77648
C 1.93940 -2.18550 -2.29642
N 1.93662 -0.70321 -1.95270
O 0.60181 -0.29079 -1.61840
C 1.66219 -2.92570 -0.98783
C 0.81901 -2.60039 -3.28467
C 1.43868 0.25386 -4.29511
H 2.86027 1.74708 -1.54235
H 1.36988 1.94988 -2.54874
H 2.79590 2.46831 -3.14304
H 4.51715 -0.16393 -2.61851
H 4.14838 0.52720 -4.27275
H 4.85264 -1.84623 -4.28795
H 3.21538 -1.82803 -4.81829
H 4.02194 -2.43488 -1.90338
H 3.37480 -3.58464 -3.05850
H 0.62986 -2.73073 -0.76767
H 2.30408 -2.53390 -0.16390
H 1.85416 -4.01001 -1.12323
H 0.05363 -1.82387 -3.18789
H 0.37843 -3.58444 -3.02320
H 1.11670 -2.67226 -4.33212
H 0.45749 -0.12909 -4.07257
H 1.73101 -0.39312 -5.12617
H 1.42802 1.32192 -4.61543
C 0.88102 4.52591 -0.74057
C 0.75655 3.80667 0.69756
C 0.70087 4.87586 1.78681
C -0.55925 5.73829 1.68481
C -1.73922 4.78297 1.81932
C -1.75088 3.69648 0.69555
N -0.47321 2.93667 0.81499
O -0.44718 2.02178 -0.31041
C -2.12907 4.37395 -0.67057
C -2.89669 2.70375 0.95424
C 2.02894 2.96952 0.81196
H 0.49492 3.81189 -1.44710
H 1.94738 4.75764 -0.95626
H 0.36229 5.47815 -0.73557
H 1.59789 5.48030 1.73525
H 0.77756 4.42953 2.80479
H -0.61285 6.30175 0.76008
H -0.55901 6.51087 2.47283
H -2.65487 5.36018 1.94723
H -1.48129 4.36825 2.79957
H -1.52264 4.00164 -1.53189
H -1.98080 5.46680 -0.60666
H -3.18066 4.17221 -0.92197
H -3.84813 3.29071 0.97156
H -2.73891 2.14054 1.85166
H -2.94531 2.07628 0.04971
H 2.22560 2.52342 1.77242
H 2.88254 3.58882 0.49872
H 1.94413 2.15531 0.08868
C 0.05157 -1.43004 4.18754
C 0.50088 -0.02611 3.77720
C 1.16393 0.64382 4.95832
C 2.48562 -0.03307 5.30379
C 3.36309 0.00134 4.05151
C 2.84137 -0.65145 2.77461
N 1.46774 0.02335 2.57732
O 0.85156 -0.61543 1.50639
C 2.84941 -2.15237 2.95929
C 3.76034 -0.26414 1.61007
C -0.80795 0.65480 3.34555
H 0.76769 -1.83640 4.87985
H -0.02790 -2.01195 3.28423
H -0.91867 -1.33119 4.66151
H 0.48682 0.73166 5.84578
H 1.40778 1.67756 4.63142
H 2.37826 -1.07354 5.57292
H 3.09323 0.47984 6.07954
H 4.34141 -0.49272 4.23152
H 3.61813 1.01358 3.73355
H 2.12797 -2.61312 2.27360
H 2.54350 -2.41047 3.99455
H 3.83892 -2.55938 2.72121
H 3.79304 0.83228 1.50744
H 3.38467 -0.68615 0.65533
H 4.76131 -0.66375 1.80394
H -1.48883 0.74519 4.18977
H -1.31677 -0.02299 2.64891
H -0.50703 1.62308 2.94447
C -3.27560 0.10995 -2.03635
C -3.57604 -1.45301 -1.93804
C -2.79917 -2.21884 -2.98363
C -2.76393 -3.71809 -2.78496
C -2.34896 -4.07360 -1.38719
C -3.08992 -3.36922 -0.23303
N -3.00829 -1.93089 -0.65146
O -3.56563 -1.14893 0.42519
C -4.49951 -3.81896 0.01442
C -2.23727 -3.55582 1.06061
C -5.04437 -1.57600 -2.20462
H -4.03054 0.83089 -1.64916
H -3.06487 0.35528 -3.08980
H -2.35610 0.31717 -1.50816
H -3.20218 -2.05491 -3.99058
H -1.78422 -1.91981 -3.04927
H -2.02332 -4.12030 -3.47669
H -3.70065 -4.27167 -2.98513
H -1.29133 -3.83395 -1.29583
H -2.47517 -5.17186 -1.31434
H -4.37727 -4.72932 0.59220
H -5.08638 -3.12983 0.63533
H -5.11485 -4.00139 -0.88714
H -2.72749 -3.22150 1.97860
H -2.00384 -4.62417 1.17506
H -1.30633 -2.96483 0.87405
H -5.54959 -1.15801 -1.32389
H -5.38271 -2.62926 -2.38087
H -5.21674 -0.94476 -3.07474
H -4.46980 -1.45486 0.55997
*
```

The calculation puts the relative energy (zero: lowest compared OMol25 entry of this formula, charge and spin) at 0.5 kcal per mole. The expectation value of S² is 8.765. The calculation puts the LUMO energy (alpha / beta) at 0.02387 / -0.03029 Eh. The HOMO-LUMO gap (alpha / beta) comes out at 0.312 / 0.253 Eh.